Entry 1:
Entry from the OMol25 dataset: C3H9N2 as an isolated structure (the ωB97M-V functional and the def2-TZVPD basis).

Values from the calculation:
HOMO = -14.6867 eV
energy relative to the best compared isomer or geometry (same formula, charge and spin) = 291.6 kJ/mol
gap between HOMO and LUMO = 10.3 eV
strongest force on any atom = 1.865 eV Å⁻¹
total energy = -228.87575 a.u.

Geometry as ORCA input:
```
! wB97M-V def2-TZVPD RIJCOSX def2/J DEFGRID3
* xyz 1 1
C -0.711 0.886 0.076
N -1.604 -0.190 0.044
H -0.632 1.299 1.075
H -0.801 1.627 -0.710
H -1.881 -0.433 -0.897
H -2.470 -0.020 0.535
C 1.286 0.792 -0.012
C 0.938 -0.462 -0.367
N 0.902 -1.540 0.482
H 1.402 1.524 -0.810
H 1.598 1.148 0.959
H 0.741 -0.608 -1.428
H 0.032 -1.626 0.999
H 1.200 -2.397 0.054
*
```

Entry 2:
Entry from the OMol25 dataset: one molecule with the formula C18H21F3N2O2 (the ωB97M-V functional and the def2-TZVPD basis).

Values from the calculation:
SMILES string = CN(Cc1ccc(C(F)(F)F)cc1)C(=O)[C@H]1CCC(=O)N(C2CC2)C1
HOMO = -8.8065 eV
energy relative to the best compared isomer or geometry (same formula, charge and spin) = 121.1 kJ/mol
gap between HOMO and LUMO = 9.3 eV
strongest force on any atom = 0.543 eV Å⁻¹
total energy = -1258.12344 a.u.

Geometry as ORCA input:
```
! wB97M-V def2-TZVPD RIJCOSX def2/J DEFGRID3
* xyz 0 1
C -0.859 1.740 -1.351
N -0.757 1.636 0.087
C -1.924 2.063 0.842
C -3.111 1.181 0.562
C -4.293 1.701 0.053
C -5.367 0.874 -0.220
C -5.253 -0.490 0.006
C -6.420 -1.395 -0.268
F -7.231 -0.924 -1.228
F -7.193 -1.568 0.823
F -6.044 -2.623 -0.657
C -4.078 -1.024 0.520
C -3.014 -0.187 0.795
C 0.256 1.033 0.753
O 0.240 0.909 1.964
C 1.445 0.565 -0.080
C 2.456 1.701 -0.235
C 3.572 1.204 -1.136
C 4.165 -0.142 -0.735
O 5.248 -0.469 -1.188
N 3.437 -0.930 0.087
C 3.943 -2.188 0.583
C 5.390 -2.441 0.880
C 4.721 -3.152 -0.262
C 2.146 -0.575 0.652
H 0.062 2.123 -1.787
H -1.101 0.777 -1.810
H -1.661 2.436 -1.590
H -1.649 1.993 1.899
H -2.151 3.105 0.600
H -4.382 2.763 -0.126
H -6.286 1.280 -0.615
H -4.002 -2.086 0.699
H -2.099 -0.591 1.201
H 1.118 0.221 -1.063
H 1.996 2.595 -0.659
H 2.847 1.963 0.750
H 3.207 1.090 -2.162
H 4.400 1.913 -1.171
H 3.235 -2.622 1.278
H 6.102 -1.675 0.624
H 5.626 -2.993 1.777
H 4.492 -4.202 -0.167
H 4.998 -2.840 -1.254
H 1.505 -1.464 0.625
H 2.268 -0.286 1.705
*
```

Entry 3:
Entry from the OMol25 dataset: C26H36N4O2 as an isolated structure (the ωB97M-V functional and the def2-TZVPD basis).

Values from the calculation:
HOMO = -6.9038 eV
energy relative to the best compared isomer or geometry (same formula, charge and spin) = 2462.0 kJ/mol
gap between HOMO and LUMO = 6.8 eV
strongest force on any atom = 18.384 eV Å⁻¹
total energy = -1381.02968 a.u.

Geometry as ORCA input:
```
! wB97M-V def2-TZVPD RIJCOSX def2/J DEFGRID3
* xyz 0 1
C -6.824 -3.033 0.124
H -6.433 -3.831 0.730
H -7.752 -2.650 0.210
O -5.927 -2.009 0.253
C -6.127 -0.975 -0.559
C -7.166 -0.714 -1.338
C -7.373 0.471 -1.850
C -6.510 1.684 -1.775
C -5.563 1.523 -0.782
C -5.263 0.231 -0.056
N -4.435 0.313 0.997
C -3.527 -0.879 0.826
C -2.122 -0.729 0.089
N -1.521 0.661 0.941
C -2.474 1.678 0.780
C -3.834 1.232 1.727
H -4.438 1.928 1.695
H -3.551 0.919 2.708
H -1.908 2.625 1.402
H -2.709 2.089 -0.001
C -0.275 0.915 0.307
H -0.125 2.043 0.851
C 0.831 0.113 1.059
N 2.052 0.191 0.473
C 2.799 -0.839 -0.243
O 2.355 -2.076 0.068
C 4.293 -1.068 -0.317
H 4.624 0.323 -0.436
C 4.960 -1.546 0.978
C 6.576 -1.534 0.679
C 6.881 -2.136 -0.728
C 6.092 -1.655 -1.982
C 4.651 -1.601 -1.581
H 4.243 -2.795 -1.522
H 4.064 -1.256 -2.445
H 6.387 -1.982 -2.733
H 6.487 -0.593 -2.172
H 6.573 -3.272 -0.304
H 7.929 -2.174 -0.846
H 6.946 -1.825 1.547
H 6.967 -0.539 0.684
H 4.555 -2.464 1.236
H 4.712 -0.998 1.810
C 2.499 1.285 -0.008
N 2.352 2.425 0.827
C 2.985 3.532 0.590
C 3.401 3.863 -0.594
C 3.526 2.852 -1.587
C 3.024 1.802 -1.434
H 2.878 1.001 -2.031
H 3.771 3.296 -2.664
H 3.642 5.033 -0.881
H 2.916 4.374 1.309
C 1.056 0.163 2.597
H 0.129 0.090 3.080
H 1.705 -0.391 3.145
H 1.362 1.182 2.602
H 0.465 -1.038 0.897
H -0.153 0.963 -0.684
H -1.295 -1.393 0.478
H -2.327 -0.350 -0.931
H -3.814 -1.843 0.523
H -3.120 -1.242 1.892
H -5.045 2.316 -0.328
H -6.592 2.517 -2.086
H -8.003 0.634 -2.741
H -7.746 -1.547 -1.614
H -6.736 -3.288 -0.861
*
```

Entry 4:
Entry from the OMol25 dataset: C3H4Br2Cl2O as an isolated structure (the ωB97M-V functional and the def2-TZVPD basis).

Values from the calculation:
HOMO = -9.4921 eV
energy relative to the best compared isomer or geometry (same formula, charge and spin) = 130.5 kJ/mol
gap between HOMO and LUMO = 10.0 eV
strongest force on any atom = 5.011 eV Å⁻¹
total energy = -6260.29405 a.u.

Geometry as ORCA input:
```
! wB97M-V def2-TZVPD RIJCOSX def2/J DEFGRID3
* xyz 0 1
C 0.046 0.525 -0.297
C -1.096 -0.490 -0.201
C 1.595 -0.273 0.719
O -2.207 -0.077 -0.866
Cl -1.322 -0.813 1.571
Cl 2.193 -1.635 -0.131
Br 0.664 1.101 -2.016
Br 2.774 1.144 0.803
H -0.085 1.520 0.242
H -0.917 -1.466 -0.723
H 0.937 -0.390 1.606
H -2.580 0.853 -0.707
*
```

Entry 5:
Entry from the OMol25 dataset: one molecule with the formula C6H10N2 (the ωB97M-V functional and the def2-TZVPD basis).

Values from the calculation:
SMILES string = N[C@@H]1C=CC=C[C@H]1N
HOMO = -8.2923 eV
energy relative to the best compared isomer or geometry (same formula, charge and spin) = 511.1 kJ/mol
gap between HOMO and LUMO = 8.9 eV
strongest force on any atom = 7.665 eV Å⁻¹
total energy = -343.94205 a.u.

Geometry as ORCA input:
```
! wB97M-V def2-TZVPD RIJCOSX def2/J DEFGRID3
* xyz 0 1
N 1.135 -2.412 -0.118
C 0.058 -1.127 -0.191
C 0.307 -0.147 -1.319
C 0.565 1.115 -1.304
C 0.522 1.826 -0.214
C 0.057 1.269 0.904
C -0.443 -0.203 1.049
N -1.858 -0.104 0.626
H 2.035 -1.967 0.367
H 0.789 -3.133 0.482
H -0.757 -1.879 -0.336
H 0.676 -0.433 -2.332
H 0.636 1.528 -2.403
H 0.829 2.845 -0.128
H -0.007 2.220 1.504
H -0.244 -0.307 2.235
H -2.388 0.318 1.286
H -1.914 0.589 -0.109
*
```

Entry 6:
Entry from the OMol25 dataset: one molecule with the formula C5H8O (the ωB97M-V functional and the def2-TZVPD basis).

Values from the calculation:
SMILES string = C=CC(=C)OC
HOMO = -8.8052 eV
energy relative to the best compared isomer or geometry (same formula, charge and spin) = 201.7 kJ/mol
gap between HOMO and LUMO = 9.8 eV
strongest force on any atom = 1.560 eV Å⁻¹
total energy = -270.48105 a.u.

Geometry as ORCA input:
```
! wB97M-V def2-TZVPD RIJCOSX def2/J DEFGRID3
* xyz 0 1
C 2.003 -0.709 0.029
C 1.326 0.447 0.070
C -0.119 0.625 -0.205
C -0.785 1.759 0.106
O -0.756 -0.494 -0.656
C -1.373 -1.293 0.402
H 1.549 -1.653 -0.290
H 3.048 -0.745 0.320
H 1.886 1.363 0.353
H -1.830 1.973 -0.013
H -0.222 2.537 0.640
H -0.614 -1.778 1.084
H -2.133 -0.660 0.896
H -1.946 -2.056 -0.152
*
```